Entry w
Molecular formula: C2H5N5O
Method: DFT, ωB97M-V with the def2-TZVPD basis set

```
13
C2H5N5O | OMol25 | ωB97M-V with the def2-TZVPD basis set
C 2.286 -1.126 0.244
N 1.022 -0.954 -0.321
N 0.539 0.293 0.091
C -0.610 0.686 -0.077
N -1.000 2.065 0.178
N -2.237 2.237 -0.115
N -2.806 1.008 -0.548
O -1.802 -0.025 -0.350
H 2.430 -0.858 1.341
H 2.847 -0.294 -0.331
H 2.638 -2.114 0.167
H 0.410 -1.884 -0.234
H -3.717 0.967 -0.045
```

Values from the calculation:
highest occupied orbital energy	-0.3141	Eh
Kohn-Sham gap	8.63	eV
LUMO energy	0.1	eV
structure (SMILES)	CN/N=c1/nn[nH]o1
total charge	0

Here are the Mulliken charges for atoms 1 to 4, given in e:
1. C -0.725
2. N -0.211
3. N -0.184
4. C 0.371


Entry x
Molecular formula: C2H5N5O
Method: DFT, ωB97M-V with the def2-TZVPD basis set

```
13
C2H5N5O | OMol25 | ωB97M-V with the def2-TZVPD basis set
C 1.198 0.075 -0.054
C -1.070 0.373 -0.126
H 3.107 -0.099 0.098
H 2.341 -1.425 1.117
H -0.790 2.119 1.101
H -2.350 -0.863 -0.171
H -0.808 -1.799 0.975
N 2.400 -0.676 -0.116
N 1.029 1.383 0.143
N -0.393 1.687 -0.206
N -2.361 0.057 0.144
N -0.201 -0.505 -0.173
O -0.698 -1.781 -0.071
```

Values from the calculation:
highest occupied orbital energy	-0.3176	Eh
Kohn-Sham gap	7.95	eV
LUMO energy	-0.7	eV
total charge	0

Here are the Mulliken charges for atoms 1 to 4, given in e:
1. C 0.277
2. C 0.441
3. H 0.343
4. H 0.329


Entry y
Molecular formula: C2H5N5O
Method: DFT, ωB97M-V with the def2-TZVPD basis set

```
13
C2H5N5O | OMol25 | ωB97M-V with the def2-TZVPD basis set
N 2.461 -0.466 0.081
N 1.891 0.708 0.137
C 0.741 0.662 -0.235
N -0.105 1.774 0.070
C -1.262 1.264 -0.277
N -1.275 -0.099 -0.642
N -1.948 -0.685 0.466
O 0.077 -0.497 -0.675
H 3.414 -0.405 -0.132
H 1.854 -1.257 -0.416
H -2.356 1.462 0.085
H -1.297 -0.733 1.335
H -2.197 -1.729 0.203
```

Values from the calculation:
highest occupied orbital energy	-0.3030	Eh
Kohn-Sham gap	8.75	eV
LUMO energy	0.5	eV
structure (SMILES)	N/N=c1/ncn(N)o1
total charge	0

Here are the Mulliken charges for atoms 1 to 4, given in e:
1. N -0.351
2. N -0.344
3. C 0.534
4. N -0.393


Entry z
Molecular formula: C2H5N5O
Method: DFT, ωB97M-V with the def2-TZVPD basis set

```
13
C2H5N5O | OMol25 | ωB97M-V with the def2-TZVPD basis set
H 2.442 0.584 0.262
N 2.266 -0.439 0.256
C 0.969 -0.425 -0.165
N 0.191 -1.570 0.175
N -1.245 -1.255 -0.275
C -1.084 0.182 -0.161
O -2.145 0.805 0.332
N 0.103 0.607 -0.381
N 0.632 1.914 -0.008
H 0.856 -2.495 -0.171
H -1.762 -1.433 0.641
H 1.591 2.023 -0.683
H 1.084 1.538 0.886
```

Values from the calculation:
highest occupied orbital energy	-0.3549	Eh
Kohn-Sham gap	9.98	eV
LUMO energy	0.3	eV
structure (SMILES)	[H]/N=c1/[nH][nH]c(=O)n1N
total charge	0

Here are the Mulliken charges for atoms 1 to 4, given in e:
1. H 0.237
2. N -0.684
3. C 0.297
4. N -0.315


Ranking the structures above from most stable to least stable yields entry z, entry y, entry w, entry x.